[1]
{
  "formula": "C47H69N4O4S",
  "method": "wB97M-V/def2-TZVPD",
  "elements": ["C", "C", "C", "C", "C", "C", "C", "C", "C", "C", "C", "C", "C", "O", "C", "N", "C", "C", "N", "C", "S", "C", "C", "C", "N", "C", "C", "O", "C", "C", "O", "C", "C", "C", "C", "O", "C", "N", "H", "H", "H", "H", "H", "H", "H", "H", "H", "H", "H", "H", "H", "H", "H", "H", "H", "H", "H", "H", "H", "H", "H", "H", "H", "H", "H", "H", "H", "H", "H", "H", "H", "H", "H", "H", "H", "H", "H", "H", "H", "H", "H", "H", "H", "H", "H", "H", "H", "H", "H", "C", "C", "C", "C", "C", "C", "H", "H", "H", "H", "H", "H", "C", "C", "C", "C", "C", "C", "H", "H", "H", "H", "H", "H", "C", "C", "C", "C", "C", "C", "H", "H", "H", "H", "H", "H"],
  "coordinates": [[5.612, -2.146, 2.332], [5.857, -0.646, 2.103], [4.990, -0.067, 0.984], [5.268, 1.410, 0.708], [4.865, 1.835, -0.704], [4.867, 3.349, -0.880], [4.543, 3.843, -2.295], [3.167, 3.398, -2.798], [2.023, 4.285, -2.295], [0.688, 3.540, -2.198], [-0.246, 4.134, -1.150], [-1.599, 3.425, -0.985], [-1.517, 2.015, -0.372], [-0.204, 1.796, 0.250], [0.022, 2.102, 1.480], [0.191, 2.318, 2.596], [-1.524, 0.997, -1.522], [-1.356, -0.434, -1.059], [-2.433, -0.854, -0.079], [-3.804, -1.250, -0.657], [-4.093, -0.933, -2.397], [-4.139, -2.633, -3.067], [-3.814, -2.608, -4.565], [-2.419, 0.141, 1.073], [-3.135, -0.268, 2.258], [-4.207, -1.274, 2.274], [-3.865, -2.742, 2.140], [-5.320, -0.912, 2.489], [-2.175, -0.581, 3.339], [-2.430, 0.085, 4.653], [-1.274, -1.331, 3.112], [-2.688, 1.615, 0.600], [-2.994, 2.443, 1.860], [-3.146, 3.974, 1.820], [-1.882, 4.779, 2.117], [-3.909, 1.495, -0.199], [-4.441, 2.552, -0.729], [-4.921, 3.452, -1.256], [4.982, -2.551, 1.536], [6.542, -2.716, 2.320], [5.115, -2.341, 3.283], [5.632, -0.094, 3.022], [6.909, -0.447, 1.885], [3.944, -0.182, 1.292], [5.145, -0.662, 0.077], [4.711, 2.024, 1.424], [6.333, 1.616, 0.856], [5.545, 1.375, -1.430], [3.865, 1.428, -0.892], [5.864, 3.718, -0.618], [4.176, 3.799, -0.156], [4.594, 4.936, -2.310], [5.311, 3.473, -2.980], [2.996, 2.365, -2.483], [3.147, 3.377, -3.892], [2.274, 4.648, -1.292], [1.928, 5.158, -2.944], [0.925, 2.503, -1.935], [0.178, 3.517, -3.168], [-0.490, 5.160, -1.446], [0.273, 4.227, -0.192], [-2.047, 3.331, -1.977], [-2.262, 4.075, -0.424], [-0.702, 1.216, -2.204], [-2.443, 1.135, -2.081], [-0.425, -0.546, -0.500], [-1.318, -1.148, -1.878], [-2.055, -1.710, 0.333], [-4.563, -0.739, -0.076], [-3.914, -2.318, -0.484], [-3.402, -3.224, -2.523], [-5.132, -3.038, -2.886], [-3.254, -3.504, -4.831], [-4.719, -2.597, -5.168], [-3.203, -1.744, -4.830], [-1.370, 0.137, 1.360], [-4.117, -3.228, 3.084], [-4.477, -3.179, 1.353], [-2.808, -2.933, 1.956], [-3.233, 0.813, 4.586], [-1.502, 0.542, 4.998], [-2.730, -0.683, 5.371], [-2.233, 2.209, 2.604], [-3.941, 2.031, 2.207], [-3.867, 4.208, 2.607], [-3.622, 4.335, 0.907], [-1.399, 4.440, 3.034], [-2.148, 5.830, 2.237], [-1.152, 4.736, 1.307], [6.405, -6.079, -0.063], [5.327, -5.715, 0.731], [4.034, -5.825, 0.239], [3.819, -6.304, -1.047], [4.897, -6.668, -1.841], [6.190, -6.554, -1.350], [7.413, -5.993, 0.320], [5.494, -5.347, 1.735], [3.193, -5.541, 0.860], [2.810, -6.398, -1.429], [4.730, -7.045, -2.842], [7.031, -6.838, -1.969], [5.593, 0.173, -7.237], [6.249, 0.176, -6.013], [5.518, 0.195, -4.834], [4.131, 0.207, -4.880], [3.474, 0.203, -6.103], [4.206, 0.188, -7.282], [6.164, 0.159, -8.156], [7.331, 0.163, -5.979], [6.029, 0.201, -3.880], [3.562, 0.222, -3.958], [2.392, 0.214, -6.139], [3.696, 0.188, -8.237], [-8.030, -1.797, 7.381], [-7.043, -1.511, 6.448], [-7.353, -1.471, 5.095], [-8.654, -1.715, 4.676], [-9.642, -2.000, 5.608], [-9.329, -2.043, 6.960], [-7.788, -1.828, 8.435], [-6.030, -1.317, 6.780], [-6.587, -1.251, 4.362], [-8.898, -1.680, 3.622], [-10.656, -2.187, 5.282], [-10.100, -2.266, 7.686]],
  "e_homo_ev": -10.9,
  "orbital_gap_ev": 7.76,
  "energy_ev": -74834.8144,
  "lumo_ev": -3.10,
  "total_charge": 1
}

[2]
{
  "formula": "C5H8N2",
  "method": "wB97M-V/def2-TZVPD",
  "elements": ["C", "C", "N", "C", "N", "C", "C", "H", "H", "H", "H", "H", "H", "H", "H"],
  "coordinates": [[-0.544, -1.309, 0.648], [0.767, -1.425, 0.764], [1.824, -0.477, 0.633], [1.702, 0.657, 0.008], [0.617, 1.262, -0.619], [-0.668, 0.685, -0.921], [-1.313, -0.106, 0.274], [-1.101, -2.197, 0.890], [1.118, -2.375, 1.143], [2.589, 1.286, -0.080], [0.746, 2.310, -0.793], [-1.318, 1.472, -1.193], [-0.635, 0.012, -1.771], [-1.479, 0.580, 1.100], [-2.306, -0.375, -0.082]],
  "e_homo_ev": -8.3,
  "orbital_gap_ev": 9.01,
  "energy_ev": -8293.8368,
  "lumo_ev": 0.75,
  "e_above_lowest_kj_mol": 111.9,
  "smiles": "C1=CN=CNCC1"
}

[3]
{
  "formula": "C47H56N12OS2V",
  "method": "wB97M-V/def2-TZVPD",
  "elements": ["V", "C", "C", "N", "N", "C", "N", "S", "C", "C", "C", "C", "C", "N", "H", "H", "H", "H", "H", "H", "H", "H", "H", "C", "C", "C", "C", "C", "C", "C", "N", "C", "C", "C", "C", "C", "C", "C", "N", "C", "C", "C", "C", "H", "H", "H", "H", "H", "H", "H", "H", "H", "H", "H", "H", "H", "H", "H", "H", "H", "H", "H", "H", "H", "H", "H", "H", "C", "C", "C", "N", "H", "H", "H", "H", "H", "C", "C", "C", "C", "N", "C", "S", "N", "H", "H", "H", "H", "H", "C", "C", "C", "C", "C", "N", "C", "O", "N", "C", "C", "C", "C", "N", "C", "C", "C", "H", "H", "H", "H", "H", "H", "H", "H", "H", "H", "H", "H", "H"],
  "coordinates": [[-0.556, 1.229, -0.016], [-4.450, 2.746, 0.356], [-3.096, 2.133, 0.564], [-2.150, 2.233, -0.359], [-2.489, 2.702, -1.524], [-1.691, 3.354, -2.342], [-1.988, 3.307, -3.660], [-0.514, 4.450, -1.804], [-2.731, 1.366, 1.696], [-3.571, 1.083, 2.792], [-3.096, 0.328, 3.835], [-1.785, -0.154, 3.773], [-1.020, 0.151, 2.667], [-1.455, 0.885, 1.650], [-4.342, 3.585, -0.329], [-4.880, 3.087, 1.294], [-5.128, 2.023, -0.101], [-2.431, 2.468, -4.017], [-1.353, 3.776, -4.287], [-4.581, 1.459, 2.804], [-3.717, 0.114, 4.693], [-1.377, -0.763, 4.562], [0.000, -0.212, 2.590], [3.711, -4.452, -0.015], [3.645, -3.497, 1.185], [3.025, -4.234, 2.383], [5.070, -3.081, 1.563], [2.763, -2.304, 0.860], [3.162, -0.970, 0.997], [2.263, 0.043, 0.729], [1.000, -0.147, 0.356], [0.601, -1.427, 0.186], [1.461, -2.500, 0.427], [-0.765, -1.591, -0.277], [-1.375, -2.841, -0.395], [-2.661, -2.963, -0.888], [-3.270, -1.771, -1.291], [-2.613, -0.568, -1.144], [-1.396, -0.452, -0.612], [-3.382, -4.289, -1.009], [-4.618, -4.252, -0.098], [-3.804, -4.470, -2.472], [-2.507, -5.482, -0.608], [4.352, -5.296, 0.227], [4.118, -3.948, -0.887], [2.733, -4.843, -0.277], [3.624, -5.108, 2.628], [2.011, -4.564, 2.170], [2.995, -3.581, 3.253], [5.660, -3.966, 1.791], [5.069, -2.446, 2.447], [5.556, -2.554, 0.745], [4.161, -0.716, 1.308], [2.576, 1.075, 0.825], [1.108, -3.502, 0.247], [-0.823, -3.710, -0.090], [-4.258, -1.762, -1.724], [-3.079, 0.345, -1.491], [-5.293, -3.451, -0.388], [-4.329, -4.089, 0.939], [-5.159, -5.192, -0.161], [-4.509, -3.705, -2.778], [-4.272, -5.441, -2.608], [-2.937, -4.401, -3.124], [-2.204, -5.432, 0.437], [-1.620, -5.545, -1.234], [-3.076, -6.399, -0.743], [3.344, 1.944, -3.010], [2.033, 1.377, -3.573], [1.013, 1.437, -2.562], [0.314, 1.481, -1.649], [4.125, 1.889, -3.763], [3.660, 1.372, -2.138], [3.211, 2.987, -2.725], [2.147, 0.325, -3.851], [1.713, 1.935, -4.457], [-3.097, -3.190, -7.454], [-2.925, -1.764, -7.023], [-3.286, -0.690, -7.838], [-3.126, 0.573, -7.286], [-2.623, 0.777, -6.087], [-2.242, -0.311, -5.399], [-1.458, -0.065, -3.909], [-2.413, -1.569, -5.822], [-3.370, -3.248, -8.504], [-3.877, -3.658, -6.854], [-2.172, -3.738, -7.284], [-3.673, -0.828, -8.834], [-3.406, 1.470, -7.828], [1.114, 1.495, 6.464], [2.092, 2.191, 5.571], [2.738, 3.352, 5.978], [3.621, 4.006, 5.141], [3.874, 3.519, 3.862], [4.774, 4.211, 3.036], [4.837, 4.387, 1.677], [5.885, 4.695, 1.148], [3.709, 4.210, 0.912], [2.367, 4.077, 1.267], [1.801, 4.744, 2.352], [0.483, 4.458, 2.654], [-0.204, 3.516, 1.912], [0.320, 2.886, 0.855], [1.560, 3.227, 0.512], [3.252, 2.342, 3.461], [2.367, 1.696, 4.302], [1.372, 1.628, 7.511], [1.080, 0.432, 6.244], [0.116, 1.901, 6.308], [2.550, 3.757, 6.962], [4.120, 4.906, 5.468], [5.614, 4.540, 3.496], [3.918, 4.220, -0.078], [2.368, 5.466, 2.917], [-0.007, 4.955, 3.475], [-1.226, 3.281, 2.175], [1.932, 2.817, -0.421], [3.480, 1.930, 2.492], [1.889, 0.785, 3.970]],
  "e_homo_ev": [-6.0, -6.0],
  "orbital_gap_ev": [5.49, 5.25],
  "energy_ev": -116937.5355,
  "lumo_ev": [-0.51, -0.75],
  "e_above_lowest_kj_mol": 262.0,
  "multiplicity": 4
}

- Which formula does entry 2 have?
  C5H8N2

- Number 2 is which compound?
  C5H8N2